One molecule with the formula C29H25NO5 in a non-equilibrium geometry, computed with the ωB97M-V functional and the def2-TZVPD basis.

Computed properties:
ΔE to the lowest compared entry with this formula, charge and spin ... 303.7 kJ/mol
LUMO ... -0.3 eV
SMILES string ... COc1ccc(C(=C[C@@H](Oc2ccccc2[N+](=O)[O-])c2ccccc2)c2ccc(OC)cc2)cc1
E_HOMO ... -7.9 eV
Total energy ... -1550.8172 Eh

Geometry as ORCA input:
```
! RIJCOSX wB97M-V def2-TZVPD def2/J DEFGRID3
* xyz 0 1
C 7.32460 -2.98926 0.89544
O 6.03021 -3.54205 1.24108
C 4.93033 -2.75440 1.09351
C 3.66373 -3.37599 1.27061
C 2.49181 -2.68633 1.01315
C 2.49786 -1.32356 0.62109
C 1.25834 -0.55438 0.35816
C 0.06052 -1.15630 0.05023
C -1.26759 -0.74650 0.55379
O -1.83181 0.48702 -0.36742
C -2.62074 1.21788 -1.16755
C -3.04056 2.47666 -0.79178
C -3.83670 3.24774 -1.66709
C -4.24144 2.75891 -2.89137
C -3.83767 1.51066 -3.32132
C -2.97581 0.75658 -2.48429
N -2.41272 -0.49191 -2.94190
O -3.14252 -1.18788 -3.71526
O -1.24265 -0.81056 -2.57185
C -2.38989 -1.80178 0.55232
C -3.70685 -1.38427 0.71409
C -4.73490 -2.34420 0.73370
C -4.43206 -3.70769 0.65804
C -3.09833 -4.11426 0.57020
C -2.07925 -3.16415 0.52053
C 1.29056 0.91667 0.53079
C 1.97088 1.57717 1.58185
C 1.84500 2.93757 1.72502
C 1.05278 3.66015 0.80225
O 0.75734 4.93963 1.15199
C -0.22606 5.64028 0.35438
C 0.56599 3.02460 -0.36766
C 0.64069 1.66727 -0.44616
C 3.77314 -0.72784 0.48984
C 4.95747 -1.40315 0.69880
H 8.02603 -3.80745 1.07089
H 7.35671 -2.68180 -0.15960
H 7.56989 -2.13363 1.54211
H 3.67294 -4.43662 1.56868
H 1.52888 -3.19504 1.15743
H 0.00295 -2.15458 -0.39991
H -1.20138 -0.28393 1.60550
H -2.67492 2.80894 0.18244
H -4.10211 4.23492 -1.32379
H -4.87611 3.38249 -3.50808
H -4.10939 1.02276 -4.29265
H -3.96631 -0.34527 0.92064
H -5.76640 -2.00845 0.81583
H -5.20776 -4.47596 0.68140
H -2.81073 -5.16922 0.53136
H -1.01923 -3.46269 0.54887
H 2.57175 0.99566 2.30834
H 2.30686 3.48388 2.55298
H -0.30718 6.61220 0.84935
H 0.11713 5.77044 -0.69032
H -1.20168 5.11873 0.36433
H 0.10947 3.60867 -1.17719
H 0.24149 1.14974 -1.31190
H 3.83484 0.31929 0.19891
H 5.91053 -0.90544 0.51716
*
```